[1]
Molecular formula: C33H68O19S3
Method: DFT, wB97M-V/def2-TZVPD

Values from the calculation:
Maximum force, eV Å⁻¹: 5.27
SMILES string: C[C@H]1COC(=O)O1.C[C@H]1COC(=O)O1.CCOS(C)(=O)=O.CCOS(C)(=O)=O.CCOS(C)(=O)=O.C1CCOC1.C1CCOC1.C1CCOC1.C1CCOC1
Molar mass, g/mol: 865.09
E_HOMO, eV: -9.552
Multiplicity: 1
Total charge: 0

Structure (XYZ):
```
123
Properties=species:S:1:pos:R:3:forces:R:3
C 5.706 0.052 1.416 -0.3 0.6 -1.0
C 4.879 -0.890 2.239 -0.8 -0.1 -0.1
C 5.706 -1.065 3.464 0.6 -0.3 -0.7
O 6.515 0.071 3.502 1.1 2.0 1.8
C 6.263 1.005 2.461 -0.1 -1.2 -0.3
H 5.104 0.554 0.659 0.2 0.0 -0.2
H 6.518 -0.516 0.962 0.1 0.2 -0.2
H 4.667 -1.850 1.767 -0.3 0.2 -0.1
H 3.979 -0.383 2.586 -0.5 -0.2 -0.5
H 6.457 -1.839 3.304 -0.5 -0.8 0.6
H 5.022 -1.168 4.306 0.6 -0.2 0.5
H 7.199 1.482 2.169 0.1 -0.1 0.1
H 5.568 1.793 2.751 -0.3 0.0 0.1
C 0.287 1.373 5.286 1.3 1.3 0.3
C -0.903 0.522 5.117 -1.2 -1.3 -0.7
C -0.367 -0.808 4.466 0.3 1.4 0.9
O 1.004 -0.516 4.187 0.5 -1.8 0.1
C 1.229 0.850 4.201 -0.4 1.5 0.2
H 0.796 1.322 6.249 -0.1 -0.8 0.2
H 0.079 2.443 5.263 -0.2 0.0 -0.6
H -1.532 0.941 4.332 -0.3 0.4 0.3
H -1.478 0.386 6.033 -0.1 -0.2 -0.2
H -0.900 -0.987 3.532 -0.1 -0.3 0.0
H -0.422 -1.658 5.146 0.1 -0.1 -0.2
H 1.004 1.241 3.208 -0.1 0.4 -0.1
H 2.247 1.140 4.461 0.3 -0.6 -0.2
C 0.023 2.421 -3.416 -0.4 0.4 1.2
C -1.186 1.556 -3.013 0.3 -0.7 -1.8
C -2.026 1.619 -4.333 1.1 -0.2 0.7
O -1.078 1.808 -5.429 -0.9 0.9 1.1
C 0.223 2.221 -4.898 -1.0 -1.5 -0.4
H 0.901 2.203 -2.809 0.1 0.0 -0.1
H -0.280 3.439 -3.170 0.3 0.3 -0.3
H -1.753 1.845 -2.129 0.2 0.2 -0.1
H -0.854 0.523 -2.906 0.0 -0.2 0.3
H -2.758 2.414 -4.189 0.0 0.2 -0.7
H -2.530 0.666 -4.495 -0.3 0.3 -0.1
H 0.660 3.067 -5.429 -0.4 0.1 0.0
H 0.777 1.321 -5.166 0.9 0.2 0.5
C 3.272 3.536 0.139 2.0 0.1 0.4
C 3.189 5.011 -0.326 0.7 -2.2 -0.9
C 2.099 5.436 0.580 0.4 1.9 0.4
O 1.244 4.376 0.846 -0.8 -1.5 0.2
C 1.876 3.143 0.420 -1.3 0.4 -1.1
H 3.832 3.576 1.073 0.0 -0.2 0.3
H 3.841 2.839 -0.476 -0.2 0.1 -0.4
H 2.926 5.008 -1.384 -0.2 0.3 -0.1
H 4.152 5.509 -0.212 -0.2 0.2 0.1
H 1.589 6.286 0.125 -0.5 0.0 0.4
H 2.558 5.714 1.529 0.0 0.6 0.2
H 1.364 2.875 -0.504 0.0 -0.2 -0.4
H 1.703 2.283 1.066 0.1 0.5 0.6
O 0.115 -4.334 -0.596 1.0 -2.3 1.0
S 0.337 -5.500 0.270 0.2 -0.3 1.0
O -0.360 -6.770 0.076 1.1 1.9 -0.2
O 1.983 -5.789 0.469 -2.0 0.3 -0.3
C 2.389 -6.929 1.288 1.2 -0.1 0.4
C 2.538 -8.147 0.472 -0.7 -1.4 -1.2
C 0.008 -4.916 1.936 0.7 0.1 -0.5
H 1.769 -7.213 2.139 -0.5 0.8 0.0
H 3.377 -6.666 1.666 -0.2 0.6 0.2
H 1.517 -8.466 0.263 0.1 0.0 -0.9
H 2.934 -9.053 0.930 0.4 0.4 0.8
H 3.155 -7.983 -0.412 -0.4 0.1 -0.2
H -1.054 -4.674 1.948 0.2 -0.1 0.4
H 0.663 -4.056 2.084 -0.4 0.3 -0.2
H 0.371 -5.624 2.681 -0.7 -0.3 -0.2
O -3.482 6.458 2.118 0.9 0.5 0.4
S -2.211 6.453 1.439 0.9 -0.2 -2.6
O -2.050 7.277 0.196 0.2 -1.5 3.8
O -0.916 6.717 2.494 -1.5 0.9 -3.3
C -0.984 6.289 3.808 -1.0 -0.8 1.9
C -0.345 4.933 3.950 0.9 -0.3 -0.5
C -1.985 4.725 0.850 0.3 1.8 0.3
H -2.017 6.221 4.149 -0.2 0.4 0.0
H -0.472 7.041 4.408 0.0 0.0 0.0
H -0.250 4.531 4.959 -0.1 0.5 0.1
H 0.645 5.063 3.513 0.3 -0.4 0.1
H -0.837 4.166 3.352 -0.2 0.1 0.0
H -1.022 4.663 0.343 0.0 0.0 0.2
H -2.793 4.789 0.121 -0.1 -0.8 0.1
H -2.078 4.027 1.682 -0.3 0.0 -0.4
O -3.592 -1.304 -2.217 -2.1 1.1 -0.7
S -4.852 -0.559 -2.404 -0.5 1.2 0.1
O -4.870 0.738 -3.136 0.1 -3.4 1.9
O -6.014 -1.505 -3.120 0.8 1.3 0.8
C -5.776 -2.904 -3.218 1.3 -1.1 -0.9
C -5.278 -3.204 -4.652 -0.8 0.0 0.6
C -5.688 -0.361 -0.731 0.7 0.9 -1.4
H -6.664 -3.507 -3.030 -0.4 0.6 0.2
H -5.041 -3.205 -2.471 0.1 0.0 0.0
H -4.624 -2.397 -4.982 0.1 -0.3 0.0
H -6.161 -3.242 -5.291 0.1 0.2 -0.2
H -4.821 -4.190 -4.731 0.3 0.1 0.1
H -5.751 -1.307 -0.194 0.1 0.1 -0.3
H -6.643 0.130 -0.918 -0.1 -0.5 -0.2
H -5.115 0.407 -0.210 0.4 -0.4 0.2
C -1.363 -3.667 -3.536 0.0 0.0 -1.4
C -1.313 -2.950 -4.909 -1.4 0.0 0.5
C -0.696 -1.605 -4.926 -0.4 2.8 2.1
O 0.211 -1.558 -5.967 1.0 0.0 -0.7
C 0.427 -2.797 -6.363 1.7 -2.4 -2.7
O 1.280 -3.156 -7.171 -2.1 0.9 2.2
O -0.506 -3.648 -5.815 1.7 -0.4 -0.8
H -0.390 -3.549 -3.058 -0.2 0.1 0.2
H -1.495 -4.728 -3.748 0.0 -0.1 0.1
H -2.196 -3.348 -2.908 0.2 0.3 0.0
H -2.263 -2.795 -5.419 -0.5 -0.7 0.4
H -0.187 -1.360 -3.994 0.4 -0.3 0.2
H -1.357 -0.748 -5.062 -0.4 -0.4 -0.1
C 0.984 -1.341 0.894 0.7 0.9 0.2
C -0.069 -0.485 0.225 -1.3 -1.7 -0.7
C -1.371 -1.268 -0.027 1.6 -0.3 -0.5
O -2.370 -0.472 0.541 -2.1 0.5 0.6
C -1.925 0.662 1.103 -0.1 1.8 0.0
O -2.620 1.609 1.548 3.1 -4.0 -1.5
O -0.532 0.586 1.005 -0.8 2.3 1.3
H 1.172 -2.287 0.387 -0.2 0.2 -0.4
H 0.767 -1.565 1.938 -0.3 0.2 0.0
H 1.907 -0.762 0.882 0.3 -0.2 0.2
H 0.213 -0.167 -0.779 0.7 0.7 0.3
H -1.265 -2.260 0.413 -0.7 0.0 0.2
H -1.482 -1.355 -1.108 -0.7 -0.2 0.2
```
Positions in Å, forces in eV/Å.


[2]
Molecular formula: C33H68O23Zn
Method: DFT, wB97M-V/def2-TZVPD

Values from the calculation:
Maximum force, eV Å⁻¹: 5.57
Energy above the lowest of the compared OMol25 structures with the same formula, charge and spin, eV: 0.0379
Molar mass, g/mol: 898.27
E_HOMO, eV: -8.206
Multiplicity: 1
Total charge: 0

Structure (XYZ):
```
125
Properties=species:S:1:pos:R:3:forces:R:3
Zn -2.230 -0.839 -0.882 0.5 -0.3 0.4
O -0.371 -0.559 -0.427 1.5 0.3 0.3
H 0.359 -0.141 0.070 -1.2 -0.3 -0.3
O -3.909 -1.406 -1.442 -2.1 -0.5 -0.2
H -4.667 -1.735 -1.964 1.2 0.5 0.6
C 2.185 3.354 3.802 1.1 -1.1 -0.6
O 1.939 4.732 3.945 -0.3 1.6 -0.3
C 2.490 5.672 3.113 1.5 -0.6 0.3
O 3.376 5.494 2.281 -2.1 0.3 1.3
O 1.993 6.863 3.524 -0.6 -2.5 0.6
C 2.282 8.055 2.905 0.8 1.4 -1.4
H 1.942 2.755 4.679 -0.7 0.8 0.4
H 3.250 3.138 3.722 0.1 0.3 -0.6
H 1.636 2.903 2.975 0.1 0.3 -0.2
H 2.225 8.030 1.817 -0.3 -0.4 -0.2
H 3.306 8.390 3.068 0.0 0.0 0.5
H 1.551 8.779 3.266 0.2 0.0 0.1
C -1.412 1.384 2.492 -0.3 -0.1 -0.6
O -2.864 1.498 2.391 0.5 -0.6 0.2
C -3.469 0.520 1.732 -0.9 0.0 -2.1
O -2.944 -0.375 1.057 -0.8 1.3 2.4
O -4.803 0.776 1.748 2.1 -0.3 1.0
C -5.624 -0.001 0.898 -0.6 0.1 -0.9
H -1.001 1.220 1.495 0.0 -0.1 0.0
H -1.169 0.528 3.121 0.1 0.2 0.1
H -1.024 2.328 2.873 -0.3 -0.1 0.2
H -6.621 0.044 1.335 0.1 -0.1 0.0
H -5.289 -1.021 0.704 0.2 0.2 0.4
H -5.606 0.500 -0.070 -0.2 -0.2 -0.1
C 1.018 -0.649 -3.583 -0.7 0.0 1.0
O -0.053 -0.926 -4.494 -1.0 -0.3 -1.3
C -1.282 -1.225 -4.042 -1.7 0.4 1.9
O -1.623 -1.178 -2.833 1.5 -0.6 -5.3
O -2.121 -1.516 -5.141 1.8 0.3 1.8
C -3.542 -1.652 -4.902 -0.2 0.5 1.6
H 0.709 0.155 -2.915 -0.1 -0.4 0.4
H 1.927 -0.292 -4.068 -0.4 -0.4 -0.8
H 1.197 -1.584 -3.051 0.3 0.4 0.4
H -3.742 -2.087 -3.923 0.4 -0.3 0.0
H -4.080 -2.237 -5.649 0.8 0.1 -0.3
H -3.978 -0.658 -4.802 0.0 0.1 -0.4
C 1.464 2.475 -0.254 -0.5 -3.2 1.6
O 1.734 3.802 -0.308 0.0 3.6 -0.5
C 0.827 4.666 0.205 -2.6 -0.5 -0.7
O -0.135 4.353 0.899 1.7 0.4 -0.4
O 0.959 5.867 -0.373 1.9 -1.2 -1.0
C 0.084 6.955 -0.177 -0.2 -0.3 1.1
H 1.831 1.873 -1.086 0.2 0.8 -0.5
H 0.415 2.216 -0.110 -0.2 0.3 -0.2
H 1.970 2.049 0.612 0.1 -0.2 0.2
H -0.871 6.856 -0.693 0.0 -0.4 0.0
H 0.589 7.836 -0.574 0.1 -0.1 0.3
H -0.060 6.973 0.903 -0.5 0.7 0.0
C 0.441 -4.147 -3.183 1.6 0.1 0.3
O -0.498 -5.089 -3.662 -1.6 1.4 0.1
C -0.277 -6.111 -4.443 0.7 -3.0 -0.2
O -1.154 -6.800 -4.940 1.6 1.4 0.5
O 1.066 -6.437 -4.405 -0.2 1.6 1.1
C 1.608 -7.543 -5.075 -1.1 -0.4 -1.7
H 0.026 -3.454 -2.451 -0.8 -0.5 0.0
H 0.874 -3.487 -3.934 -0.2 -0.4 -0.6
H 1.273 -4.668 -2.708 0.0 -0.1 0.0
H 2.694 -7.628 -5.050 -0.1 0.5 0.8
H 1.375 -7.346 -6.121 0.0 -0.7 -0.3
H 1.134 -8.469 -4.748 0.1 0.0 0.0
C 2.324 -2.965 -0.191 -1.4 -1.5 0.8
C 3.510 -2.107 -0.177 1.7 1.2 0.6
O 4.498 -2.480 0.433 -0.3 0.1 -0.5
C 3.441 -0.674 -0.709 -1.0 -0.5 0.6
H 2.341 -3.721 -0.976 0.1 0.2 -0.2
H 1.325 -2.534 -0.127 0.1 0.8 -0.7
H 2.371 -3.528 0.742 0.3 -0.4 0.0
H 3.801 -0.045 0.106 0.4 0.1 -0.2
H 2.371 -0.474 -0.770 -0.1 0.3 -0.5
H 3.943 -0.470 -1.654 0.1 -0.2 0.1
C -2.863 3.547 -0.881 0.3 -0.4 0.0
C -2.147 2.377 -1.626 -1.1 0.7 0.3
O -2.436 1.221 -1.393 0.0 1.1 0.0
C -1.143 2.724 -2.716 0.3 -0.7 0.6
H -3.809 3.798 -1.361 0.2 0.1 -0.7
H -2.219 4.423 -0.805 -0.1 0.0 -0.2
H -3.236 3.348 0.124 0.6 -0.7 0.2
H -1.315 2.087 -3.583 -0.4 0.4 -0.3
H -0.194 2.308 -2.377 0.2 0.2 0.3
H -1.003 3.786 -2.912 -0.3 -0.2 -0.2
C 3.587 -0.271 4.683 -1.0 -0.5 -0.3
C 2.666 -0.360 3.453 1.3 0.1 0.8
O 2.676 0.583 2.699 -0.5 0.3 -0.5
C 1.951 -1.635 3.122 -0.7 0.2 -0.4
H 4.430 -0.886 4.370 0.4 0.3 0.2
H 3.188 -0.715 5.595 -0.2 -0.2 -0.1
H 3.823 0.771 4.895 0.3 -0.2 -0.3
H 1.499 -1.501 2.140 0.0 0.0 -0.1
H 1.123 -1.789 3.815 0.1 -0.1 0.2
H 2.570 -2.532 3.102 0.2 0.2 0.2
C -1.384 -5.419 -0.182 0.3 0.7 0.7
C -1.421 -3.937 0.304 -0.4 2.1 -1.1
O -1.777 -3.007 -0.443 0.7 -2.9 1.3
C -0.944 -3.570 1.739 -0.9 -1.5 -0.7
H -0.465 -5.886 0.173 0.4 0.2 -0.1
H -1.476 -5.553 -1.260 0.0 0.4 0.1
H -2.123 -6.060 0.300 -0.5 0.4 0.1
H -1.205 -4.429 2.357 0.1 -0.1 0.3
H -1.476 -2.707 2.137 0.3 0.2 -0.4
H 0.143 -3.494 1.759 -0.1 0.3 -0.1
C 6.507 4.777 1.425 -0.1 -0.3 0.8
C 6.185 3.585 0.544 1.3 -0.6 -1.1
O 7.020 3.129 -0.244 -1.5 0.7 1.3
C 4.768 3.028 0.628 0.6 -0.1 -0.7
H 5.873 4.734 2.311 -0.3 0.2 -0.1
H 6.341 5.736 0.933 -0.1 -0.1 -0.2
H 7.524 4.772 1.817 0.2 -0.2 -0.5
H 4.420 2.787 1.633 0.0 0.4 0.0
H 4.683 2.136 0.008 0.2 0.0 0.0
H 4.140 3.779 0.149 -0.3 0.1 0.4
C -7.114 -3.975 0.837 -0.5 -0.1 0.2
C -6.145 -3.606 1.902 -1.0 -0.2 1.2
O -6.532 -3.160 2.964 0.3 0.1 -0.1
C -4.729 -3.857 1.603 0.7 0.0 0.4
H -8.108 -4.062 1.275 0.0 0.2 -0.1
H -6.829 -4.945 0.430 0.0 0.2 -0.5
H -7.083 -3.155 0.119 -0.1 -0.3 -0.5
H -4.407 -3.046 0.949 0.4 -0.1 -0.3
H -4.620 -4.830 1.124 0.2 0.2 -0.2
H -4.169 -3.832 2.538 0.1 0.1 -0.1
```
Positions in Å, forces in eV/Å.